# C5H11NO2

One molecule with the formula C5H11NO2 in a non-equilibrium geometry (ωB97M-V with the def2-TZVPD basis set, the OMol25 dataset).

Summary:
SMILES: CN[C@H](CO)CC=O
ΔE to the lowest compared entry with this formula, charge and spin: 355.89 kJ/mol
E_tot: -10945.5784 eV
M: 117.148 g mol⁻¹
lowest unoccupied orbital energy: 0.8 eV

```
! wB97M-V def2-TZVPD RIJCOSX def2/J DEFGRID3
* xyz 0 1
C 1.58580 0.72429 1.63492
N 0.06395 0.52933 1.47548
C -0.43867 0.01827 0.17208
C -0.39792 1.00018 -0.96305
C -0.75911 0.26206 -2.25398
O -0.97170 0.92992 -3.26055
C -0.02476 -1.43694 -0.21261
O -1.12209 -2.30761 0.31662
H 2.09628 1.02646 0.78142
H 2.04866 -0.20429 2.06414
H 1.57096 1.39020 2.49638
H -0.45843 1.36551 1.60859
H -1.59437 -0.15363 0.45334
H 0.75838 1.33176 -1.02554
H -1.01528 1.82907 -0.92430
H -0.79396 -0.77614 -2.47557
H 0.81151 -1.85024 0.21568
H -0.03670 -1.57728 -1.30650
H -1.32254 -2.10092 1.20345
*
```

Just the Mulliken charges please, in e? Sure, here they are: atom 1 (C): -0.829, atom 2 (N): -0.345, atom 3 (C): -0.174, atom 4 (C): -0.363, atom 5 (C): -0.206, atom 6 (O): -0.500, atom 7 (C): -0.292, atom 8 (O): -0.570, atom 9 (H): 0.296, atom 10 (H): 0.258, atom 11 (H): 0.372, atom 12 (H): 0.301, atom 13 (H): 0.280, atom 14 (H): 0.128, atom 15 (H): 0.395, atom 16 (H): 0.529, atom 17 (H): 0.340, atom 18 (H): 0.059, atom 19 (H): 0.321



# C6H18CuIO6

C6H18CuIO6 as an isolated structure in a non-equilibrium geometry (ωB97M-V with the def2-TZVPD basis set, the OMol25 dataset).

Summary:
ΔE to the lowest compared entry with this formula, charge and spin: 500.70 kJ/mol
E_tot: -71514.3561 eV
M: 376.654 g mol⁻¹
lowest unoccupied orbital energy (alpha / beta): -7.7 / -11.5 eV

```
! wB97M-V def2-TZVPD RIJCOSX def2/J DEFGRID3
* xyz 2 3
Cu -26.18094 -5.34432 -12.50501
I -24.03105 -3.54560 -12.00132
C -27.59894 0.32103 -11.73479
C -26.33199 -0.35256 -12.13212
O -26.58044 -1.52223 -12.97935
O -28.62631 0.25208 -12.77377
H -27.28705 1.22523 -11.21206
H -27.86452 -0.33055 -10.90231
H -25.87209 -0.62833 -11.18315
H -25.69852 0.22666 -12.80393
H -25.77874 -2.02832 -13.13019
H -29.32664 0.78063 -12.38418
C -19.85523 0.03046 -11.45142
C -20.95382 -0.95473 -11.62269
O -22.18416 -0.48560 -12.09224
O -18.88215 -0.01050 -12.48937
H -19.34942 -0.40069 -10.58749
H -20.13979 1.05838 -11.22675
H -21.13566 -1.63604 -10.79152
H -20.57037 -1.73525 -12.27984
H -22.73262 -1.25822 -11.93786
H -18.62827 0.87352 -12.76444
C -20.65382 -6.89897 -12.17382
C -20.62909 -6.41846 -13.71105
O -21.90009 -6.42720 -14.26208
O -20.94427 -5.68163 -11.43255
H -19.70766 -7.37062 -11.90844
H -21.52525 -7.54999 -12.10393
H -19.90649 -7.09618 -14.16563
H -20.26159 -5.39544 -13.79142
H -21.92036 -5.81763 -15.00344
H -21.67826 -5.21449 -11.83830
*
```

Just the Mulliken charges please, in e? Sure, here they are: atom 1 (Cu): 0.640, atom 2 (I): -0.244, atom 3 (C): -0.437, atom 4 (C): -0.204, atom 5 (O): -0.189, atom 6 (O): -0.359, atom 7 (H): 0.418, atom 8 (H): 0.316, atom 9 (H): 0.372, atom 10 (H): 0.366, atom 11 (H): 0.209, atom 12 (H): 0.362, atom 13 (C): -0.433, atom 14 (C): -0.226, atom 15 (O): -0.463, atom 16 (O): -0.532, atom 17 (H): 0.199, atom 18 (H): 0.354, atom 19 (H): 0.408, atom 20 (H): 0.261, atom 21 (H): 0.022, atom 22 (H): 0.331, atom 23 (C): -0.204, atom 24 (C): -0.329, atom 25 (O): -0.402, atom 26 (O): -0.177, atom 27 (H): 0.381, atom 28 (H): 0.273, atom 29 (H): 0.350, atom 30 (H): 0.372, atom 31 (H): 0.383, atom 32 (H): 0.181



# C22H26O8S2

One molecule with the formula C22H26O8S2 (ωB97M-V with the def2-TZVPD basis set, the OMol25 dataset).

Summary:
SMILES: CCOC(=O)CCS(=O)(=O)c1ccc(-c2ccc(S(=O)(=O)CCC(=O)OCC)cc2)cc1
ΔE to the lowest compared entry with this formula, charge and spin: 0.00 kJ/mol
E_tot: -61286.6233 eV
M: 482.576 g mol⁻¹
lowest unoccupied orbital energy: -0.2 eV

```
! wB97M-V def2-TZVPD RIJCOSX def2/J DEFGRID3
* xyz 0 1
C -2.62816 -0.98225 3.23779
C -3.13176 -1.73442 2.02194
H -3.24614 -2.80327 2.23243
H -2.45150 -1.62315 1.17154
O -4.41094 -1.20265 1.65953
C -4.94426 -1.65281 0.52340
O -4.40491 -2.45582 -0.19103
C -6.32548 -1.07699 0.27403
C -6.49121 0.35813 0.72673
H -6.00454 0.56453 1.67446
H -7.53820 0.64722 0.77401
S -5.75301 1.47472 -0.52236
O -6.33595 1.15296 -1.79681
O -5.88454 2.82177 -0.03492
C -4.01452 1.03988 -0.55547
C -3.17669 1.56581 0.40927
C -1.84359 1.20046 0.41928
C -1.35322 0.29708 -0.52502
C -2.21329 -0.20350 -1.50214
C -3.54359 0.17283 -1.52177
H -4.22286 -0.19359 -2.27453
H -1.83535 -0.88060 -2.25227
C 0.05254 -0.13543 -0.47813
C 1.07206 0.78630 -0.23906
C 2.39107 0.37468 -0.18360
C 2.68528 -0.96411 -0.36221
C 1.69340 -1.89552 -0.59978
C 0.37555 -1.48018 -0.66036
H -0.41036 -2.20134 -0.82832
H 1.97201 -2.93004 -0.72366
S 4.39758 -1.49761 -0.27429
O 4.43773 -2.93134 -0.39300
O 5.00269 -0.91608 0.89638
C 5.20891 -0.77671 -1.76030
C 6.52586 -0.17539 -1.31903
C 6.25390 0.91664 -0.29460
O 5.30260 1.65650 -0.34746
O 7.21976 0.98253 0.60534
C 7.05955 1.92689 1.66756
C 7.47606 3.32810 1.24353
H 8.50341 3.32390 0.88687
H 7.39816 4.00245 2.09149
H 6.82644 3.68540 0.44845
H 6.01277 1.91461 1.98551
H 7.69488 1.55187 2.47185
H 7.16632 -0.92868 -0.86200
H 7.05048 0.27183 -2.16767
H 5.32879 -1.58581 -2.47351
H 4.53810 -0.01301 -2.14580
H 3.19284 1.07460 -0.00580
H 0.82953 1.83107 -0.11790
H -1.17935 1.59156 1.17539
H -3.58073 2.26059 1.12892
H -7.03080 -1.72568 0.80269
H -6.54131 -1.14793 -0.79422
H -1.65332 -1.36608 3.52305
H -3.31687 -1.10680 4.06888
H -2.54106 0.07644 3.01093
*
```

Just the Mulliken charges please, in e? Sure, here they are: atom 1 (C): -1.293, atom 2 (C): 0.052, atom 3 (H): 0.427, atom 4 (H): 0.068, atom 5 (O): -0.208, atom 6 (C): 0.556, atom 7 (O): -0.601, atom 8 (C): -0.669, atom 9 (C): -0.812, atom 10 (H): 0.469, atom 11 (H): 0.477, atom 12 (S): 1.374, atom 13 (O): -0.692, atom 14 (O): -0.717, atom 15 (C): 0.031, atom 16 (C): -0.762, atom 17 (C): -0.829, atom 18 (C): 0.433, atom 19 (C): -0.244, atom 20 (C): -0.757, atom 21 (H): 0.495, atom 22 (H): 0.558, atom 23 (C): 0.442, atom 24 (C): -0.863, atom 25 (C): -0.332, atom 26 (C): 0.018, atom 27 (C): -0.993, atom 28 (C): -0.684, atom 29 (H): 0.525, atom 30 (H): 0.540, atom 31 (S): 1.469, atom 32 (O): -0.725, atom 33 (O): -0.628, atom 34 (C): -0.849, atom 35 (C): -0.538, atom 36 (C): 0.615, atom 37 (O): -0.647, atom 38 (O): -0.357, atom 39 (C): -0.201, atom 40 (C): -1.130, atom 41 (H): 0.291, atom 42 (H): 0.381, atom 43 (H): 0.301, atom 44 (H): 0.271, atom 45 (H): 0.353, atom 46 (H): 0.307, atom 47 (H): 0.336, atom 48 (H): 0.476, atom 49 (H): 0.419, atom 50 (H): 0.530, atom 51 (H): 0.559, atom 52 (H): 0.576, atom 53 (H): 0.449, atom 54 (H): 0.408, atom 55 (H): 0.325, atom 56 (H): 0.399, atom 57 (H): 0.366, atom 58 (H): 0.240



# C6H18N4P

A 2-piece molecular cluster, C6H18N4P overall in a non-equilibrium geometry (ωB97M-V with the def2-TZVPD basis set, the OMol25 dataset).

Summary:
ΔE to the lowest compared entry with this formula, charge and spin: 232.55 kJ/mol
E_tot: -21752.8011 eV
M: 177.212 g mol⁻¹
lowest unoccupied orbital energy: -4.1 eV

```
! wB97M-V def2-TZVPD RIJCOSX def2/J DEFGRID3
* xyz 1 1
C -1.51115 0.03900 2.07776
C -0.62104 -2.07361 -1.23154
C -1.75201 -0.25637 -2.36547
C 2.54294 -0.89587 -0.81940
C 1.68330 -0.53766 1.57015
C -1.39003 2.27042 0.40692
N 0.50098 1.62477 -1.67511
N -0.89238 -0.81980 -1.33295
N 1.45111 -0.40164 0.11614
N -0.42902 1.19713 0.73077
P 0.36841 0.61314 -0.56222
H -0.88742 -0.59056 2.60136
H -1.86206 0.86261 2.65685
H -0.19390 -2.37614 -0.35085
H -2.26276 -0.48014 1.59516
H -1.10507 -2.73844 -1.91839
H -1.56810 0.86996 -2.32666
H -1.51636 -0.48594 -3.47494
H -2.81907 -0.41129 -2.05583
H 2.46122 -1.94846 -0.77521
H 2.26050 -0.51171 -1.80692
H 3.57431 -0.57068 -0.39216
H 2.63578 -1.17036 1.58710
H 1.88103 0.38143 2.15964
H 0.91742 -1.10728 2.02208
H -1.88062 1.96715 -0.56405
H -0.94360 3.17577 0.17433
H -2.06837 2.31472 1.18885
H 1.40920 1.60166 -2.03974
*
```

Just the Mulliken charges please, in e? Sure, here they are: atom 1 (C): -0.785, atom 2 (C): -0.357, atom 3 (C): -0.819, atom 4 (C): -1.106, atom 5 (C): -0.888, atom 6 (C): -0.767, atom 7 (N): -0.657, atom 8 (N): 0.158, atom 9 (N): 0.195, atom 10 (N): -0.268, atom 11 (P): 0.389, atom 12 (H): 0.368, atom 13 (H): 0.377, atom 14 (H): 0.314, atom 15 (H): 0.335, atom 16 (H): 0.361, atom 17 (H): 0.252, atom 18 (H): 0.335, atom 19 (H): 0.346, atom 20 (H): 0.397, atom 21 (H): 0.415, atom 22 (H): 0.317, atom 23 (H): 0.391, atom 24 (H): 0.270, atom 25 (H): 0.251, atom 26 (H): 0.253, atom 27 (H): 0.342, atom 28 (H): 0.328, atom 29 (H): 0.251